# 1
{"formula": "C42H51N2P2S4Tl", "method": "ωB97M-V with the def2-TZVPD basis set", "species": ["Tl", "S", "S", "S", "S", "P", "P", "N", "N", "C", "C", "C", "C", "C", "C", "C", "C", "C", "C", "C", "C", "C", "C", "C", "C", "C", "C", "C", "C", "C", "C", "C", "C", "C", "C", "C", "C", "C", "C", "C", "C", "C", "C", "C", "C", "C", "C", "C", "C", "C", "C", "H", "H", "H", "H", "H", "H", "H", "H", "H", "H", "H", "H", "H", "H", "H", "H", "H", "H", "H", "H", "H", "H", "H", "H", "H", "H", "H", "H", "H", "H", "H", "H", "H", "H", "H", "H", "H", "H", "H", "H", "H", "H", "H", "H", "H", "H", "H", "H", "H", "H", "H"], "positions_angstrom": [[1.77, 0.20, -1.05], [1.23, -0.99, 3.13], [4.31, 0.07, 2.92], [0.79, 2.75, 2.10], [4.82, 3.66, 2.48], [-0.23, -2.83, -0.27], [-1.43, -0.22, -0.17], [-1.71, -1.90, -0.15], [0.34, 3.94, -1.26], [-0.85, 3.11, -1.21], [3.61, -0.32, 4.52], [6.00, 2.25, 2.41], [-0.75, -4.27, 0.64], [3.47, 3.07, 1.41], [-2.54, -0.26, -2.71], [-4.62, 1.49, -2.29], [1.39, 1.84, 3.60], [0.68, 2.31, -5.69], [5.68, 1.16, 3.47], [-1.89, -6.34, 2.20], [-2.88, 1.71, 3.20], [1.13, -3.18, -2.58], [1.41, 3.25, -2.09], [-3.85, 1.00, -1.19], [1.45, -3.55, -3.89], [-2.70, -0.63, 3.77], [1.08, 2.43, -3.28], [-1.74, -6.48, 0.82], [-3.05, -2.47, -0.19], [0.45, 0.93, -5.52], [0.66, 0.55, 3.82], [0.06, 5.24, -1.80], [-4.27, 1.12, -3.59], [-1.35, -5.25, 2.83], [-1.27, -5.43, 0.04], [-1.14, -3.76, -2.83], [0.92, 3.05, -4.55], [-0.94, -3.94, -4.17], [-2.07, 0.17, 1.51], [0.62, 0.33, -4.26], [2.18, 3.87, 1.78], [2.49, -1.42, 4.37], [-0.12, -3.33, -2.00], [-2.74, 0.20, -1.43], [-0.79, -4.23, 2.04], [-2.93, 0.69, 4.15], [-2.38, -0.86, 2.41], [-2.40, 1.45, 1.94], [-3.23, 0.24, -3.79], [0.97, 1.05, -3.14], [0.36, -3.92, -4.70], [0.20, 0.34, -6.35], [6.06, 1.83, 1.42], [-1.33, 2.99, -2.20], [3.88, 3.33, 0.39], [-3.48, -2.53, -1.19], [-3.21, 2.67, 3.51], [-1.40, -5.34, 3.88], [6.57, 0.55, 3.59], [3.27, 0.65, 4.94], [-0.31, 0.70, 3.42], [0.33, -0.74, -4.26], [-4.81, 1.46, -4.47], [2.41, 4.57, 2.62], [-1.57, 3.50, -0.56], [-2.16, -3.85, -2.48], [1.87, 4.46, 0.94], [2.09, -1.59, 5.39], [-0.36, -3.32, 2.48], [2.46, -3.46, -4.27], [-1.70, -4.18, -4.89], [-3.08, -3.45, 0.29], [-0.70, 2.04, -0.95], [-2.20, -7.34, 0.34], [2.93, -2.35, 4.02], [-1.26, -5.56, -1.08], [6.95, 2.79, 2.65], [0.49, -4.27, -5.76], [-1.69, -0.96, -2.85], [-0.38, 5.19, -2.80], [-2.79, -1.46, 4.45], [0.51, 0.40, 4.90], [-0.58, 5.76, -1.08], [1.13, 4.12, -4.64], [-2.32, -1.87, 2.05], [-2.23, -7.20, 2.82], [4.43, -0.78, 5.14], [0.98, 5.73, -1.96], [-3.02, -0.08, -4.81], [1.96, -2.78, -1.95], [1.27, 2.52, 4.50], [-3.81, -1.83, 0.26], [2.07, 2.72, -1.41], [-5.50, 2.11, -2.13], [2.01, 4.10, -2.49], [-2.42, 2.26, 1.19], [0.76, 2.76, -6.69], [3.28, 2.02, 1.53], [-4.20, 1.34, -0.22], [-3.16, 0.91, 5.21], [2.44, 1.77, 3.46], [5.31, 1.79, 4.31]], "orbital_gap_ev": 7.05, "e_tot_ev": -113971.039, "multiplicity": 1, "de_lowest_kcal_mol": 0.0, "homo_ev": -6.7}



# 2
{"formula": "Br2H4Si2", "method": "ωB97M-V with the def2-TZVPD basis set", "species": ["Br", "Br", "Si", "Si", "H", "H", "H", "H"], "positions_angstrom": [[1.58, -0.38, -0.31], [-0.82, 1.06, -3.15], [0.86, -0.49, -3.49], [-0.05, -0.23, 1.13], [-0.72, -1.49, 1.01], [0.63, 0.13, 2.55], [-0.68, 0.97, 0.90], [-0.11, -1.74, -3.27]], "orbital_gap_ev": 8.07, "e_tot_ev": -155904.689, "multiplicity": 1, "de_lowest_kcal_mol": 49.4, "homo_ev": -8.9}



# 3
{"formula": "C33H38F3N3O3S", "method": "ωB97M-V with the def2-TZVPD basis set", "species": ["S", "F", "F", "F", "O", "O", "O", "N", "N", "N", "C", "C", "C", "C", "C", "C", "C", "C", "C", "C", "C", "C", "C", "C", "C", "C", "C", "C", "C", "C", "C", "C", "C", "C", "C", "C", "C", "C", "C", "C", "C", "C", "C", "H", "H", "H", "H", "H", "H", "H", "H", "H", "H", "H", "H", "H", "H", "H", "H", "H", "H", "H", "H", "H", "H", "H", "H", "H", "H", "H", "H", "H", "H", "H", "H", "H", "H", "H", "H", "H", "H"], "positions_angstrom": [[1.48, -0.14, 3.24], [4.05, -0.43, 3.72], [3.33, -1.64, 2.04], [2.86, -2.24, 4.10], [2.84, 4.70, -2.65], [1.81, 0.99, 2.39], [1.13, 0.07, 4.63], [1.22, 3.15, -3.21], [1.43, 1.65, -1.54], [-2.74, -6.18, -1.26], [0.81, 3.81, -4.43], [-4.16, -6.30, -0.96], [-3.18, -2.02, 3.18], [-1.85, -2.18, 2.83], [2.18, 3.68, -2.41], [5.04, 5.36, 1.09], [0.65, 1.89, -2.77], [-1.54, 0.23, 2.89], [-2.04, -5.01, -0.92], [-0.44, -3.87, 0.51], [0.41, -1.25, 2.40], [-0.99, -1.07, 2.72], [-5.10, -0.62, 3.95], [2.83, 4.63, 0.43], [1.35, 0.57, -0.73], [-1.26, -4.96, 0.26], [-2.86, 0.37, 3.29], [1.88, 3.50, 0.11], [-0.84, 2.07, -2.47], [-3.69, -0.75, 3.47], [4.12, 4.33, 0.88], [-0.46, -2.72, -0.31], [0.45, -0.47, -0.88], [-2.10, -3.86, -1.73], [3.03, -1.17, 3.28], [3.36, 6.99, 0.43], [0.87, 0.80, -3.83], [-2.36, -6.94, -2.44], [2.45, 5.95, 0.23], [2.30, 2.78, -1.18], [0.46, -1.63, -0.09], [4.66, 6.69, 0.87], [-1.40, -2.71, -1.38], [-5.79, -1.06, 3.22], [-1.28, -5.82, 0.94], [-1.57, -1.80, -1.96], [0.76, -0.20, -3.41], [4.40, 3.28, 1.04], [0.22, -3.89, 1.38], [-5.36, 0.43, 4.09], [1.86, 2.76, 0.92], [-0.92, 1.10, 2.71], [0.13, 0.93, -4.64], [-3.26, 1.36, 3.49], [0.82, -2.26, 2.51], [-4.40, -7.36, -0.86], [1.36, -1.85, 0.49], [-5.25, -1.15, 4.90], [-4.79, -5.87, -1.76], [2.08, 0.56, 0.09], [-1.38, 2.21, -3.42], [5.37, 7.50, 1.04], [1.28, 4.79, -4.48], [1.12, 3.23, -5.31], [-4.38, -5.78, -0.02], [-0.28, 3.93, -4.46], [-0.99, 2.96, -1.84], [-2.70, -3.88, -2.64], [-1.26, 1.21, -1.96], [-1.45, -3.18, 2.66], [-2.73, -7.96, -2.32], [-1.27, -6.95, -2.55], [1.88, 0.90, -4.25], [-0.29, -0.39, -1.68], [3.06, 8.02, 0.24], [6.05, 5.12, 1.42], [3.35, 2.43, -1.09], [0.86, 3.88, -0.04], [-3.84, -2.89, 3.26], [-2.81, -6.52, -3.36], [1.43, 6.16, -0.13]], "orbital_gap_ev": 5.44, "e_tot_ev": -64435.393, "multiplicity": 1, "de_lowest_kcal_mol": 0.0, "homo_ev": -6.6}



# 4
{"formula": "C15H41N5NbO8P2", "method": "ωB97M-V with the def2-TZVPD basis set", "species": ["Nb", "P", "P", "O", "O", "O", "O", "O", "O", "O", "O", "N", "N", "N", "N", "N", "C", "C", "C", "C", "C", "C", "C", "C", "C", "C", "C", "C", "C", "C", "C", "H", "H", "H", "H", "H", "H", "H", "H", "H", "H", "H", "H", "H", "H", "H", "H", "H", "H", "H", "H", "H", "H", "H", "H", "H", "H", "H", "H", "H", "H", "H", "H", "H", "H", "H", "H", "H", "H", "H", "H", "H"], "positions_angstrom": [[1.28, -1.64, -1.35], [1.26, -0.66, 1.01], [2.09, -3.93, -0.59], [-0.22, -0.93, 1.90], [5.21, 1.66, 5.13], [2.54, -1.19, 1.79], [0.91, -4.96, -0.22], [-3.97, -1.81, -6.56], [1.38, 1.10, 0.81], [0.62, -0.17, 4.38], [-5.22, 1.20, -1.67], [-4.43, 1.25, 0.43], [7.02, 1.31, 3.86], [-2.24, -0.63, -7.36], [1.35, -0.43, 6.49], [-1.30, -2.41, -3.86], [-3.56, -0.99, -7.38], [-0.90, -2.27, -1.20], [7.85, 1.38, 2.67], [-6.87, 1.19, 0.07], [-1.56, 0.31, -8.22], [-5.46, 1.21, -0.47], [5.14, 2.59, 2.93], [-4.46, -0.35, -8.40], [2.09, -0.11, 7.68], [-4.50, 1.27, 1.87], [-1.61, -1.84, -2.65], [5.78, 1.83, 4.05], [1.31, 0.25, 5.31], [-2.72, -0.59, -2.53], [2.14, 1.49, 5.18], [-7.57, 1.16, -0.76], [-4.48, 0.73, -8.26], [7.38, 0.81, 4.66], [5.01, 1.94, 2.06], [-2.23, 0.76, -8.96], [-1.07, -3.41, -0.94], [-1.71, -1.10, -6.64], [-3.17, -0.31, -3.58], [-5.52, 1.25, 2.24], [2.79, -4.56, -1.71], [-0.12, -0.56, 2.84], [1.82, 2.24, 5.92], [2.75, -0.96, 7.91], [-4.11, -0.60, -9.41], [-1.42, -1.66, -0.32], [8.06, 0.36, 2.34], [-3.52, 1.26, -0.01], [-1.92, -1.92, -4.56], [-1.13, 1.09, -7.59], [7.37, 1.94, 1.87], [2.68, 0.79, 7.58], [3.05, -1.12, -1.45], [0.80, 1.36, 0.01], [3.07, -3.79, 0.47], [5.75, 3.46, 2.67], [4.15, 2.94, 3.24], [0.72, -0.04, -2.04], [0.76, -1.26, 6.49], [-2.11, 0.30, -2.03], [-0.75, -0.22, -8.73], [3.20, 1.26, 5.32], [-3.96, 0.39, 2.24], [1.38, 0.01, 8.50], [-3.54, -0.99, -1.76], [-7.06, 2.09, 0.66], [-4.00, 2.17, 2.22], [8.79, 1.87, 2.95], [-5.47, -0.74, -8.29], [1.41, -2.24, -3.07], [-7.02, 0.29, 0.68], [2.01, 1.92, 4.18]], "orbital_gap_ev": 6.09, "e_tot_ev": -60174.706, "multiplicity": 1, "charge": -1, "homo_ev": -4.9}



# 5
{"formula": "C6H11F3N2", "method": "ωB97M-V with the def2-TZVPD basis set", "species": ["F", "F", "F", "N", "N", "C", "C", "C", "C", "C", "C", "H", "H", "H", "H", "H", "H", "H", "H", "H", "H", "H"], "positions_angstrom": [[3.12, 0.81, -1.23], [2.64, 1.33, 0.80], [3.95, -0.32, 0.56], [1.80, -1.80, -0.91], [1.67, -1.90, 0.58], [1.64, -0.65, -0.09], [-1.07, -0.78, -0.32], [-0.03, 1.38, -0.97], [2.85, 0.24, 0.04], [0.03, 0.27, 0.02], [-0.17, 0.83, 1.41], [0.46, 0.94, -1.82], [2.47, -2.21, 1.04], [0.33, 2.43, -0.62], [-1.01, 1.48, -1.11], [-1.08, 1.29, 1.49], [0.93, -2.18, -1.21], [0.64, 1.49, 1.69], [-1.06, -1.14, -1.41], [-0.24, 0.02, 2.03], [-2.08, -0.45, -0.13], [-0.87, -1.71, 0.13]], "orbital_gap_ev": 10.92, "e_tot_ev": -17530.076, "multiplicity": 1, "de_lowest_kcal_mol": 0.0, "homo_ev": -10.1, "smiles": "CC(C)(C)C1(C(F)(F)F)NN1"}



# 6
{"formula": "C2BrO4", "method": "ωB97M-V with the def2-TZVPD basis set", "species": ["Br", "O", "O", "O", "O", "C", "C"], "positions_angstrom": [[0.71, 1.46, 2.81], [1.03, 1.11, -0.03], [-0.38, 1.15, 0.16], [-0.83, -2.43, -0.23], [-0.37, -1.46, -2.25], [0.45, 2.08, 0.78], [-0.60, -1.91, -1.23]], "orbital_gap_ev": 6.40, "e_tot_ev": -80304.021, "multiplicity": 1, "de_lowest_kcal_mol": 146.4, "charge": -1, "homo_ev": -3.3}



# 7
{"formula": "C26H33N10W", "method": "ωB97M-V with the def2-TZVPD basis set", "species": ["W", "N", "N", "N", "N", "N", "N", "N", "N", "N", "N", "C", "C", "C", "C", "C", "C", "C", "C", "C", "C", "C", "C", "C", "C", "C", "C", "C", "C", "C", "C", "C", "C", "C", "C", "C", "C", "H", "H", "H", "H", "H", "H", "H", "H", "H", "H", "H", "H", "H", "H", "H", "H", "H", "H", "H", "H", "H", "H", "H", "H", "H", "H", "H", "H", "H", "H", "H", "H", "H"], "positions_angstrom": [[0.11, -0.26, 0.17], [1.29, -1.27, 1.83], [1.74, -0.05, -3.47], [-1.44, 0.51, 1.54], [-1.82, -0.97, -0.70], [0.91, 1.72, 0.85], [2.34, 2.00, -4.72], [2.29, -0.40, -0.60], [-0.81, 1.41, -1.03], [0.75, -2.10, -2.93], [0.47, -2.43, -0.54], [-2.65, 0.55, 3.61], [-3.75, -2.37, -0.74], [-2.14, 1.58, 1.13], [1.61, 3.89, 0.15], [1.43, -2.49, -1.69], [-1.42, 0.82, -2.24], [1.07, -1.08, -3.74], [-1.71, 0.01, 2.76], [2.64, -1.67, -1.30], [0.82, -2.68, 1.92], [1.99, 3.18, 2.40], [3.21, -0.25, 0.57], [-2.28, -0.32, -1.79], [-2.55, -1.97, -0.18], [-3.47, -0.67, -2.40], [0.28, 2.35, -1.38], [2.01, 1.03, -4.21], [-4.21, -1.72, -1.87], [0.92, -3.35, 0.56], [-3.11, 2.18, 1.92], [-1.87, 2.14, -0.24], [-3.36, 1.67, 3.18], [0.99, 2.68, -0.10], [1.37, 1.99, 2.08], [2.13, 4.14, 1.41], [2.79, -1.19, 1.68], [1.74, -3.52, -1.83], [4.24, -0.46, 0.27], [2.35, 3.35, 3.41], [3.21, -2.29, -0.62], [-4.11, 2.12, 3.82], [1.94, -3.66, 0.36], [2.49, 0.35, -1.25], [-0.10, 3.25, -1.86], [0.25, -2.84, -3.40], [-3.82, -0.13, -3.26], [3.24, -0.89, 2.63], [-2.80, 2.15, -0.82], [3.29, -1.48, -2.15], [1.39, -3.24, 2.66], [1.23, 1.22, 2.83], [-1.57, 3.19, -0.14], [-1.15, -0.87, 3.05], [-0.62, 0.46, -2.88], [1.05, -0.84, 2.71], [0.32, -4.26, 0.55], [-0.41, -2.80, -0.89], [-2.82, 0.11, 4.58], [2.62, 5.08, 1.62], [3.16, -2.20, 1.50], [-2.15, -2.44, 0.71], [-2.00, 1.56, -2.81], [1.65, 4.64, -0.63], [3.18, 0.79, 0.89], [-3.65, 3.04, 1.55], [-5.15, -2.02, -2.33], [-0.22, -2.65, 2.26], [-4.30, -3.18, -0.28], [0.94, 1.85, -2.09]], "orbital_gap_ev": [7.65, 6.66], "e_tot_ev": -44198.851, "multiplicity": 3, "de_lowest_kcal_mol": 11.4, "charge": 3, "homo_ev": [-16.3, -15.8]}



# 8
{"formula": "C27H73NO14PRb2", "method": "ωB97M-V with the def2-TZVPD basis set", "species": ["Rb", "Rb", "P", "O", "O", "O", "O", "O", "O", "O", "O", "O", "O", "O", "O", "O", "O", "N", "C", "C", "C", "C", "C", "C", "C", "C", "C", "C", "C", "C", "C", "C", "C", "C", "C", "C", "C", "C", "C", "C", "C", "C", "C", "C", "C", "H", "H", "H", "H", "H", "H", "H", "H", "H", "H", "H", "H", "H", "H", "H", "H", "H", "H", "H", "H", "H", "H", "H", "H", "H", "H", "H", "H", "H", "H", "H", "H", "H", "H", "H", "H", "H", "H", "H", "H", "H", "H", "H", "H", "H", "H", "H", "H", "H", "H", "H", "H", "H", "H", "H", "H", "H", "H", "H", "H", "H", "H", "H", "H", "H", "H", "H", "H", "H", "H", "H", "H", "H"], "positions_angstrom": [[-1.23, 0.94, 0.38], [-1.79, 5.27, -1.16], [0.38, 3.80, 1.27], [3.95, 3.18, 2.31], [-3.26, 4.61, 1.26], [-2.01, 1.63, 3.35], [1.15, 0.27, 1.92], [1.75, 4.44, 1.50], [5.69, -3.90, -3.22], [-3.98, -3.47, -1.66], [0.39, 1.56, -2.08], [-3.60, 2.64, -0.46], [0.23, 2.65, 2.30], [-0.73, 4.86, 1.54], [-1.77, -1.82, -1.10], [0.26, 3.31, -0.20], [-2.76, -0.90, 2.04], [4.74, -2.93, -2.83], [-3.58, -1.97, 2.58], [4.35, 2.02, 1.50], [5.34, 1.09, 2.35], [0.19, -2.85, -1.86], [4.72, -2.79, -1.33], [1.78, -0.41, 2.97], [-1.03, 0.79, -3.81], [-2.12, 2.18, 4.65], [3.52, -0.73, -3.17], [3.82, -0.36, -1.65], [-3.19, -3.40, 2.22], [-5.39, -1.79, -0.82], [-0.66, -2.62, -0.64], [4.63, -1.78, -3.74], [-4.84, 2.90, -1.12], [-3.49, 1.61, 5.26], [6.09, -2.46, -0.83], [-5.10, 5.55, 2.64], [-0.47, 1.98, -3.02], [4.20, -4.17, -0.73], [0.67, -1.36, 3.51], [-5.20, -3.29, -0.98], [-5.18, 1.79, -2.01], [4.16, -2.36, -5.09], [3.63, -1.65, -0.92], [-4.02, 4.49, 2.44], [5.93, -1.06, -4.00], [-2.93, -0.10, 2.55], [-1.33, 1.72, 5.25], [-4.62, -1.81, 2.30], [-5.64, 3.05, -0.41], [3.18, 0.48, -1.36], [4.26, -4.16, 0.36], [-5.71, 5.43, 3.53], [-3.53, -1.85, 3.66], [4.72, -5.06, -1.08], [0.39, 2.20, -1.36], [-3.04, -3.55, 1.15], [2.14, 0.28, 3.73], [5.91, -0.35, -4.82], [2.60, -1.98, -1.07], [-2.47, -2.39, -1.44], [-3.88, -4.15, 2.60], [6.22, 1.71, 2.50], [3.54, 0.15, -3.81], [-4.15, -3.52, -2.60], [-2.23, -3.70, 2.65], [-6.02, -3.84, -1.45], [-1.79, 0.26, -3.25], [-3.59, 0.52, 5.28], [-0.93, -3.57, -0.18], [3.19, -4.37, -1.10], [3.85, -1.62, -5.83], [2.51, -1.14, -3.31], [6.33, -0.43, -3.20], [1.00, 1.20, 2.09], [-4.38, 1.53, -2.70], [-4.72, 3.90, -1.53], [3.50, 1.43, 1.18], [0.62, -2.28, 2.93], [-3.48, 1.81, 6.33], [6.42, -1.56, -1.36], [-6.34, -1.53, -0.36], [-5.14, -3.76, -0.01], [5.72, 0.23, 1.78], [-4.31, 3.44, 2.47], [1.14, -1.66, 4.45], [1.07, -3.47, -1.70], [-5.28, -1.24, -1.75], [-3.31, 4.43, 3.27], [0.52, -1.92, -2.31], [-5.83, 5.66, 1.84], [-4.64, 6.54, 2.75], [6.84, -3.17, -1.18], [-5.93, 1.94, -2.79], [-0.37, -3.37, -2.65], [-5.32, 0.90, -1.40], [-0.18, 0.17, -4.08], [4.93, 0.68, 3.27], [3.20, 3.52, 1.81], [-1.53, 1.18, -4.71], [-4.66, -1.26, -0.22], [3.29, -3.00, -4.91], [6.78, -1.73, -4.18], [0.01, 2.72, -3.66], [-0.24, -0.82, 3.77], [-0.08, -2.11, 0.13], [-3.50, 3.28, 0.24], [3.71, -1.50, 0.16], [-1.18, 1.97, 3.01], [-1.97, 3.25, 4.70], [5.11, -4.55, -3.63], [4.87, -2.98, -5.63], [-2.33, 4.59, 1.50], [4.97, 2.14, 0.61], [4.84, 0.01, -1.67], [-4.44, 2.13, 5.09], [2.64, -0.86, 2.47], [6.08, -2.12, 0.20], [-1.23, 2.53, -2.47]], "orbital_gap_ev": 4.89, "e_tot_ev": -69940.349, "multiplicity": 1, "charge": -1, "homo_ev": -3.6}



# 9
{"formula": "C5H6O2", "method": "ωB97M-V with the def2-TZVPD basis set", "species": ["O", "O", "C", "C", "C", "C", "C", "H", "H", "H", "H", "H", "H"], "positions_angstrom": [[0.18, -0.86, 0.49], [2.00, 0.61, -1.15], [-1.10, -0.85, -0.11], [0.25, 2.01, -2.26], [1.08, 1.34, -1.71], [0.20, -0.82, 1.79], [0.21, -0.79, 2.99], [0.28, -0.76, 4.03], [-1.69, -1.71, 0.21], [1.60, 0.02, -0.49], [-0.94, -0.89, -1.19], [-0.44, 2.62, -2.75], [-1.64, 0.07, 0.14]], "orbital_gap_ev": 10.18, "e_tot_ev": -9371.827, "multiplicity": 1, "de_lowest_kcal_mol": 121.5, "homo_ev": -9.4, "smiles": "C#COC.C#CO"}